Here is C66H164N12O2 as an isolated structure from OMol25. Energies are from wB97M-V/def2-TZVPD.

Last column: Mulliken charge in e.
Positions of all 244 atoms, in Å:
C (0.06, -4.96, -2.69)  -1.6224
C (1.04, -4.46, -1.66)  -0.0952
N (0.41, -4.09, -0.39)  0.0215
C (1.35, -4.24, 0.75)  0.8512
C (1.60, -5.76, 0.93)  -1.8636
C (-0.18, -2.72, -0.39)  -0.5858
C (-1.22, -2.54, 0.74)  0.2246
H (0.57, -5.51, -3.48)  0.5071
H (-0.28, -4.04, -3.17)  0.0012
H (-0.76, -5.60, -2.37)  0.3299
H (1.66, -5.35, -1.65)  0.5860
H (1.67, -3.65, -2.04)  0.4124
H (2.29, -3.76, 0.49)  -0.6934
H (0.98, -3.77, 1.66)  -0.0313
H (0.69, -6.36, 0.96)  0.4050
H (2.18, -6.21, 0.12)  0.3121
H (2.23, -5.90, 1.81)  0.4621
H (-0.73, -2.51, -1.30)  0.5825
H (0.51, -1.88, -0.32)  1.1597
H (-0.75, -2.51, 1.72)  -0.5692
H (-2.03, -3.27, 0.73)  0.5000
H (-1.63, -1.54, 0.60)  0.0119
C (3.37, -2.04, -2.71)  -2.8001
C (2.13, -1.45, -1.87)  0.7881
N (2.47, -0.44, -0.83)  2.2728
C (3.42, -0.94, 0.13)  -0.6281
C (3.02, -2.28, 0.81)  -0.5466
C (3.06, 0.79, -1.29)  -0.5016
C (2.21, 1.53, -2.29)  -1.4079
H (4.13, -2.42, -2.02)  0.2820
H (3.85, -1.14, -3.09)  0.8729
H (3.19, -2.80, -3.46)  0.4948
H (1.45, -0.97, -2.57)  -0.2111
H (1.43, -2.23, -1.57)  -0.6077
H (4.48, -1.04, -0.11)  -0.0818
H (3.37, -0.20, 0.93)  -0.9292
H (3.75, -2.59, 1.56)  0.2598
H (2.05, -2.15, 1.29)  0.6224
H (2.94, -3.07, 0.07)  1.1816
H (4.00, 0.58, -1.79)  0.2963
H (3.18, 1.53, -0.50)  -2.2037
H (2.26, 1.03, -3.25)  0.9264
H (2.63, 2.53, -2.30)  0.9414
H (1.20, 1.62, -1.89)  0.3370
C (4.03, 2.45, 4.94)  -1.6020
C (4.25, 1.06, 5.36)  -0.5846
N (4.59, 0.06, 4.32)  -0.0348
C (5.18, -1.19, 4.90)  -0.6756
C (4.25, -1.91, 5.87)  -0.6433
C (3.39, -0.10, 3.49)  0.7566
C (3.60, -1.08, 2.39)  -0.7774
H (4.05, 3.17, 5.76)  0.4606
H (3.03, 2.65, 4.55)  0.1282
H (4.79, 2.71, 4.21)  0.1715
H (5.06, 1.02, 6.09)  0.9979
H (3.52, 0.69, 6.08)  -0.1425
H (5.47, -1.88, 4.12)  0.2604
H (6.09, -0.83, 5.39)  0.5639
H (3.32, -2.03, 5.31)  0.2351
H (4.62, -2.89, 6.18)  0.4008
H (4.10, -1.29, 6.76)  0.2592
H (3.14, 0.86, 3.02)  -1.0974
H (2.54, -0.36, 4.12)  -1.1237
H (2.75, -1.13, 1.71)  -2.5003
H (3.60, -2.12, 2.73)  0.7611
H (4.52, -0.97, 1.81)  0.6340
C (-0.75, 4.47, 1.77)  -2.0920
C (-0.12, 3.38, 0.86)  -1.4847
N (-0.02, 3.78, -0.54)  0.5709
C (-0.08, 2.60, -1.46)  -0.3388
C (-1.53, 2.02, -1.53)  1.1882
C (0.97, 4.81, -0.94)  -0.2788
C (0.69, 5.51, -2.29)  -1.6261
H (-0.13, 5.35, 1.92)  0.2163
H (-0.98, 4.01, 2.74)  0.5107
H (-1.63, 4.86, 1.25)  0.7486
H (0.86, 3.09, 1.26)  1.1646
H (-0.77, 2.50, 0.91)  1.3407
H (0.68, 1.87, -1.17)  -0.1679
H (0.12, 2.94, -2.47)  -0.3162
H (-2.33, 2.74, -1.71)  0.5480
H (-1.76, 1.41, -0.65)  0.4657
H (-1.62, 1.30, -2.34)  -1.6348
H (1.20, 5.52, -0.14)  0.6244
H (1.94, 4.32, -1.01)  0.1659
H (0.41, 4.83, -3.09)  0.1012
H (-0.17, 6.16, -2.08)  0.4091
H (1.56, 6.06, -2.64)  0.5059
C (-1.31, 3.43, 6.09)  -1.8623
C (-0.75, 2.05, 5.63)  0.2235
N (0.55, 2.08, 4.88)  0.2764
C (0.31, 2.80, 3.64)  -0.5110
C (1.56, 3.18, 2.87)  -1.8480
C (1.05, 0.75, 4.65)  1.3411
C (1.43, 0.09, 5.98)  -1.6811
H (-0.57, 3.74, 6.83)  0.4229
H (-2.25, 3.24, 6.62)  0.4651
H (-1.55, 4.15, 5.31)  0.3601
H (-0.62, 1.48, 6.55)  0.3896
H (-1.51, 1.58, 5.01)  -0.2715
H (-0.42, 2.28, 3.03)  -0.3138
H (-0.17, 3.76, 3.85)  1.6026
H (1.19, 3.92, 2.16)  0.5128
H (2.34, 3.58, 3.52)  1.0812
H (2.07, 2.38, 2.33)  -0.0898
H (1.90, 0.73, 3.97)  0.3268
H (0.30, 0.19, 4.09)  0.0773
H (2.09, 0.66, 6.64)  0.6744
H (2.03, -0.76, 5.64)  -0.6161
H (0.55, -0.34, 6.45)  0.5890
C (-3.02, 3.34, 0.74)  -1.4690
C (-3.49, 1.87, 0.61)  1.3961
N (-4.57, 1.58, 1.50)  0.1793
C (-4.19, 1.38, 2.86)  0.4630
C (-5.40, 1.26, 3.85)  -2.1216
C (-5.23, 0.30, 1.03)  -0.7263
C (-4.43, -0.91, 1.03)  -1.2031
H (-3.83, 4.05, 0.92)  0.4837
H (-2.48, 3.73, -0.12)  0.5377
H (-2.38, 3.46, 1.61)  -0.7977
H (-3.80, 1.63, -0.41)  -1.0300
H (-2.60, 1.27, 0.76)  0.1197
H (-3.51, 0.53, 2.94)  0.0133
H (-3.60, 2.26, 3.11)  0.2898
H (-6.23, 1.97, 3.72)  0.3801
H (-5.73, 0.22, 3.85)  0.4028
H (-5.09, 1.39, 4.88)  0.4684
H (-5.74, 0.45, 0.07)  0.3512
H (-6.15, 0.19, 1.60)  0.6044
H (-4.12, -1.28, 2.01)  1.0224
H (-3.48, -0.75, 0.52)  1.7940
H (-4.85, -1.75, 0.48)  0.1087
C (-3.45, 1.03, -5.05)  -1.9213
C (-2.21, 1.87, -4.70)  -0.2184
N (-1.05, 1.31, -5.45)  1.3065
C (-1.16, 1.55, -6.89)  -0.9585
C (-0.15, 0.77, -7.78)  -1.0551
C (0.16, 2.02, -4.96)  -2.9502
C (0.86, 1.27, -3.80)  1.9568
H (-3.41, 0.02, -4.65)  -0.4156
H (-3.80, 0.95, -6.07)  0.9491
H (-4.23, 1.59, -4.54)  0.7647
H (-2.32, 2.88, -5.09)  0.7097
H (-2.01, 1.82, -3.62)  0.2512
H (-2.12, 1.27, -7.31)  0.3516
H (-1.12, 2.63, -7.08)  0.4734
H (-0.37, 0.79, -8.84)  0.5190
H (0.89, 1.08, -7.69)  0.2221
H (-0.25, -0.26, -7.43)  0.0843
H (-0.13, 3.00, -4.61)  0.1450
H (0.91, 2.24, -5.73)  0.6441
H (1.18, 0.29, -4.15)  -0.4302
H (0.15, 1.24, -2.97)  -1.1024
H (1.76, 1.82, -3.55)  0.0139
C (1.86, -1.95, 3.55)  0.2439
C (0.77, -2.30, 4.55)  -3.1280
N (-0.44, -1.57, 4.38)  0.9012
C (-1.48, -1.85, 5.43)  -0.6654
C (-2.04, -3.28, 5.32)  -1.4987
C (-0.90, -1.51, 2.98)  -0.6545
C (-2.16, -0.66, 2.76)  -0.6574
H (2.84, -2.34, 3.85)  0.5009
H (2.00, -0.87, 3.58)  1.0411
H (1.73, -2.32, 2.53)  -0.1481
H (0.63, -3.38, 4.50)  0.7841
H (1.17, -1.92, 5.49)  1.1453
H (-2.25, -1.09, 5.27)  0.3566
H (-1.12, -1.67, 6.44)  0.5912
H (-1.32, -4.03, 5.66)  0.3798
H (-2.32, -3.54, 4.30)  0.1641
H (-2.89, -3.40, 5.99)  0.4974
H (-0.15, -1.03, 2.36)  -0.0035
H (-1.10, -2.50, 2.58)  0.0408
H (-1.98, 0.37, 3.09)  -0.9275
H (-2.50, -0.72, 1.73)  -1.5610
H (-3.03, -0.99, 3.32)  1.6634
C (-2.69, -3.01, -1.23)  -0.9461
C (-3.75, -1.83, -1.20)  -0.7326
N (-3.85, -1.17, -2.50)  1.0034
C (-4.29, 0.22, -2.44)  -1.6328
C (-3.22, 1.19, -1.96)  0.6166
C (-4.61, -1.95, -3.41)  -1.1470
C (-4.39, -1.58, -4.88)  -0.7213
H (-1.88, -2.75, -1.91)  -0.3769
H (-2.98, -4.00, -1.58)  0.3427
H (-2.20, -3.07, -0.26)  -0.8563
H (-4.69, -2.20, -0.81)  1.0800
H (-3.39, -1.11, -0.46)  -1.5588
H (-4.59, 0.65, -3.40)  1.3101
H (-5.14, 0.40, -1.78)  0.1429
H (-2.39, 1.08, -2.66)  -0.9439
H (-3.64, 2.19, -1.90)  0.8890
H (-2.86, 0.97, -0.96)  0.6653
H (-5.65, -1.84, -3.12)  0.5571
H (-4.36, -3.01, -3.30)  0.4505
H (-3.35, -1.68, -5.19)  -0.0574
H (-4.62, -0.56, -5.20)  0.1872
H (-5.07, -2.16, -5.51)  0.6846
C (2.39, -2.88, -5.37)  -2.3738
C (1.16, -1.86, -5.33)  0.8215
N (-0.18, -2.45, -5.42)  0.8351
C (-0.36, -2.99, -6.77)  -0.1640
C (-1.56, -3.99, -6.88)  -1.3731
C (-1.19, -1.47, -5.05)  -0.1156
C (-1.27, -1.34, -3.51)  2.5701
H (3.33, -2.51, -4.97)  0.5583
H (2.60, -3.05, -6.43)  0.6404
H (2.02, -3.76, -4.85)  0.4341
H (1.14, -1.32, -4.38)  -0.8696
H (1.24, -1.09, -6.10)  0.1095
H (-0.50, -2.16, -7.46)  0.1452
H (0.54, -3.48, -7.13)  0.4852
H (-1.71, -4.34, -7.90)  0.4931
H (-1.39, -4.87, -6.26)  0.2494
H (-2.52, -3.50, -6.69)  0.2183
H (-2.18, -1.76, -5.41)  -0.7770
H (-0.94, -0.50, -5.47)  -0.0099
H (-2.16, -0.90, -3.06)  -0.8275
H (-0.43, -0.75, -3.14)  -0.1385
H (-1.26, -2.33, -3.04)  -0.3202
C (0.94, 0.40, 1.57)  1.9051
C (-0.13, 0.09, 0.51)  -1.6000
O (-1.29, 0.33, 0.80)  1.0508
N (0.25, -0.32, -0.68)  0.7307
C (-0.61, -0.50, -1.84)  0.6132
H (1.81, -0.24, 1.46)  0.6998
H (0.44, 0.37, 2.54)  -0.3898
H (1.26, 1.40, 1.28)  -1.4602
H (1.24, -0.44, -0.81)  -0.0031
H (-1.66, -0.29, -1.62)  0.7726
H (-0.58, -1.44, -2.38)  -0.6956
H (-0.34, 0.29, -2.53)  -0.7519
C (4.63, 5.37, 2.35)  -1.2552
C (3.95, 4.47, 1.29)  0.6206
O (3.31, 4.96, 0.37)  -0.5405
N (4.09, 3.13, 1.45)  -0.2505
C (3.40, 2.17, 0.56)  -0.0211
H (5.27, 4.77, 3.00)  0.2994
H (3.75, 5.72, 2.90)  0.2265
H (5.21, 6.16, 1.86)  0.4438
H (4.74, 2.74, 2.13)  0.5279
H (3.73, 2.39, -0.46)  1.5801
H (2.34, 2.36, 0.69)  0.0227
H (3.63, 1.15, 0.85)  -0.2270

Results
Relative energy (zero: lowest compared OMol25 entry of this formula, charge and spin) ... 1630.1 kcal per mole
Total charge ... 0
E ... -93006.5397 eV
Frontier orbital gap ... 7.48 eV
Maximum force ... 10.0 eV/A